(1)
A molecular structure, C34H33AsIN4NiOS, computed with the ωB97M-V functional and the def2-TZVPD basis.

Computed properties:
strongest force on any atom = 0.0213 Eh/bohr
orbital gap (spin up / spin down) = 7.23 / 6.22 eV
multiplicity = 3
charge = +1
energy relative to the best compared isomer or geometry (same formula, charge and spin) = 0.0 kcal/mol
highest occupied orbital energy (spin up / spin down) = -9.797 / -9.767 eV

XYZ file:
```
76
Properties=species:S:1:pos:R:3:forces:R:3
C -2.9254 -2.9896 -5.5575 0.156 0.008 0.062
C 3.4201 1.9043 1.6318 -0.261 -0.104 -0.098
C -0.5436 3.6462 4.9931 -0.016 0.034 0.019
C -0.0077 -3.6671 2.3743 -0.031 -0.012 0.018
C 1.4873 -1.7955 2.6149 0.047 0.140 0.038
H -3.5422 -3.6836 -6.1283 -0.025 0.044 -0.023
C -0.8077 -1.4411 1.9813 0.073 0.087 0.025
C 1.3983 -2.7248 -1.9965 0.056 0.147 -0.002
C 2.2083 -2.1057 -1.0632 -0.125 -0.044 -0.077
H -0.7259 -0.1555 -2.4732 -0.006 0.016 0.052
H 2.2465 0.6404 4.5642 0.035 0.037 0.049
C -3.6481 2.9259 -0.9876 -0.177 0.365 0.000
C -0.0329 3.0693 3.8433 -0.012 -0.081 -0.087
N -0.5788 -2.6853 -4.7141 0.024 -0.006 0.000
N 0.8477 -0.1401 -1.1316 0.062 0.156 0.231
C 1.8896 -0.8242 -0.6482 0.110 -0.207 0.034
H 0.4978 3.6732 3.1147 0.019 0.054 0.059
H -4.2209 -0.3900 -1.0948 0.024 -0.005 -0.003
C -1.0417 -2.8054 2.0305 0.002 -0.023 -0.023
N 0.8396 4.8223 0.0426 -0.067 0.111 -0.037
O -1.5124 -3.4417 -2.7888 0.020 -0.012 -0.100
C 2.5379 1.3276 2.5542 0.021 -0.020 0.006
H 3.0675 -2.6071 -0.6414 -0.008 0.010 0.026
C -0.8483 0.9160 4.5540 0.073 -0.059 -0.149
C 1.2487 -3.1617 2.6734 0.027 -0.060 -0.013
C 0.0951 -0.7329 -2.0652 -0.126 0.040 -0.237
C 0.6685 3.6843 -0.0588 -0.231 0.672 0.246
H 0.4462 0.1068 -6.4028 -0.031 0.007 -0.013
C 4.7104 2.2368 2.0646 -0.004 -0.048 0.096
C 0.3176 -2.0189 -2.5167 0.075 -0.194 0.058
H -1.5930 3.3029 6.8328 -0.003 0.013 -0.019
H -1.8488 -0.3626 -0.4232 0.027 0.044 -0.044
H -2.0218 -3.1991 1.7952 -0.006 0.004 0.021
H -1.6116 -0.7558 1.7328 -0.038 -0.082 0.020
Ni 0.4820 1.7525 -0.1684 0.615 -0.669 -0.616
H 5.3937 2.6904 1.3592 0.017 0.007 0.012
H -1.8781 0.8855 6.4324 0.005 0.002 0.003
C 5.1055 1.9835 3.3643 0.032 0.024 -0.023
C -3.7058 0.5531 -0.9743 -0.044 -0.029 0.029
N -1.6774 1.6963 -0.4436 0.278 0.058 -0.170
C -0.2927 -0.5121 -5.8929 0.083 -0.122 0.043
H -1.4901 -4.5133 -5.0877 0.042 0.008 -0.030
C -1.3609 1.4981 5.7058 -0.014 0.028 0.002
H -0.7015 0.0568 -5.0557 -0.012 0.006 -0.011
As 0.7016 0.9765 2.0551 0.495 -0.051 0.871
C -2.3730 0.5661 -0.6052 -0.115 -0.089 0.082
H -1.1026 -0.7265 -6.5894 0.000 0.045 -0.018
C -0.6793 -2.7636 -3.3736 -0.077 0.114 0.074
H 2.4721 -1.4026 2.8395 0.000 -0.034 -0.012
H -2.9802 -2.0058 -6.0240 -0.026 -0.017 -0.025
H -0.4253 4.7073 5.1698 0.013 -0.003 -0.016
H 6.1061 2.2490 3.6816 0.002 -0.001 -0.034
H -1.7531 3.7664 -0.4600 0.054 -0.024 -0.027
C -1.4912 -3.5092 -5.5135 -0.199 0.057 0.051
S 3.0047 2.1963 -0.0505 -0.503 -0.142 -0.232
H 1.1803 -1.5714 -4.7290 0.035 -0.041 -0.033
H 2.0518 -3.8334 2.9483 -0.009 0.000 0.005
C 0.3571 -1.8035 -5.4026 -0.111 0.160 -0.033
C -0.1742 1.7000 3.6270 -0.135 0.123 -0.125
H 1.1494 5.7709 0.1145 0.069 -0.032 0.005
H 2.5031 -0.3325 0.0926 -0.023 0.116 -0.041
C -1.2030 2.8574 5.9269 -0.043 -0.028 0.063
C -2.3141 2.8574 -0.6207 -0.170 -0.026 -0.020
H 4.5395 1.1978 5.2903 0.015 0.013 -0.007
I -4.5394 4.8101 -1.2234 0.134 -0.330 0.024
H -1.0771 -3.5576 -6.5201 0.049 -0.047 0.007
C 2.9492 1.0807 3.8644 -0.079 -0.035 0.014
C -4.3637 1.7552 -1.1814 0.105 0.040 0.031
H 0.7687 -2.3499 -6.2523 0.065 -0.039 0.048
C 4.2299 1.3968 4.2733 -0.052 -0.043 0.038
H 1.5948 -3.7366 -2.3281 -0.016 -0.013 0.037
H -3.3272 -2.9257 -4.5486 -0.032 -0.008 0.014
H -0.1895 -4.7328 2.4171 0.022 -0.001 -0.012
C 0.4573 -0.9305 2.2710 -0.136 0.009 -0.176
H -0.9603 -0.1472 4.3825 -0.010 -0.009 0.068
H -5.4035 1.7817 -1.4765 -0.006 -0.011 0.004
```
Forces are in eV/Å.

=====

(2)
A molecular structure, C34H33AsN7S6SbTcTe, computed with the ωB97M-V functional and the def2-TZVPD basis.

Computed properties:
strongest force on any atom = 0.0085 Eh/bohr
orbital gap (spin up / spin down) = 6.21 / 6.21 eV
charge = +3
energy relative to the best compared isomer or geometry (same formula, charge and spin) = 0.0 kcal/mol
highest occupied orbital energy (spin up / spin down) = -15.619 / -15.618 eV

XYZ file:
```
84
Properties=species:S:1:pos:R:3:forces:R:3
H 0.9815 3.5184 -4.3827 -0.004 0.004 0.008
S 0.5433 2.4071 2.4713 0.022 0.030 0.046
C -2.2530 3.6231 -2.0942 0.066 0.055 0.154
H -0.3627 -5.5256 2.0170 0.000 -0.007 0.004
H -2.3968 0.4325 -3.2549 -0.008 0.006 -0.012
H 2.1340 -0.9399 -6.1978 0.002 -0.009 -0.001
As 0.2639 1.3608 4.4010 -0.028 0.012 0.103
Tc -0.5963 -0.3676 1.0917 -0.330 0.066 -0.282
H 0.1547 4.4796 -0.6077 0.021 -0.002 -0.021
C -3.3002 -1.5564 0.4358 -0.090 0.077 -0.035
N 3.6376 -1.5971 0.9981 -0.040 -0.013 0.046
S -0.0553 -0.5484 -1.2706 -0.069 -0.202 -0.103
C -3.5499 4.0185 -2.3955 -0.036 -0.015 -0.012
H 5.0413 -2.9120 -1.7923 0.004 0.006 0.005
S -0.9701 -0.4085 3.5151 0.174 -0.085 0.007
S -2.9843 -1.1894 6.6569 -0.065 0.094 -0.120
N -4.6847 -0.2094 -0.2977 0.039 0.082 -0.013
H 0.4846 -3.1699 2.0085 0.002 0.002 0.000
C -3.5848 0.4919 -0.0266 0.042 -0.045 -0.084
N -1.2917 -2.4015 1.2728 -0.023 0.087 0.048
H 5.3099 -4.2439 2.2965 0.006 0.010 -0.006
C -4.0056 1.8433 -3.3203 -0.037 0.010 0.023
C 1.2294 2.5365 -4.7709 -0.005 0.086 0.029
C 1.1318 4.0335 -0.4831 -0.145 0.016 0.022
C -5.1970 -0.6107 5.4537 0.151 0.039 -0.082
S -1.6567 2.2518 5.2797 -0.014 0.011 -0.037
Te -3.0222 0.8254 3.9712 -0.073 -0.069 0.053
H 5.3428 -1.7695 2.1664 -0.006 -0.027 0.030
C -4.4445 -1.7900 7.2832 -0.010 0.027 -0.055
H -3.4793 1.5497 -0.2067 0.015 0.037 0.013
H -5.9183 -0.1983 4.7612 -0.007 0.015 -0.012
C 1.8041 2.4292 -6.0265 0.015 -0.022 -0.034
C 2.1298 1.1781 -6.5344 -0.002 -0.001 0.012
C -4.4243 3.1319 -3.0096 0.011 -0.008 -0.001
H 1.8851 5.7313 0.5810 -0.009 0.013 0.001
H -1.5832 4.3416 -1.6426 -0.007 -0.007 -0.022
H 5.1743 -0.9802 -0.2503 -0.004 -0.003 -0.050
C 4.2482 -1.5507 -0.3536 0.042 0.045 -0.034
C -1.8386 2.3266 -2.3829 0.016 0.012 -0.150
H -5.5524 0.1196 -0.6977 0.000 0.000 -0.001
Sb 0.1225 1.5982 -2.1482 -0.072 0.144 0.146
C 5.3580 -3.7381 0.1871 0.019 -0.020 -0.001
C -3.0031 -4.0183 0.9040 -0.009 0.156 -0.004
H -4.4285 -2.4067 8.1689 -0.002 -0.010 0.020
C 4.6840 -3.7437 1.5568 -0.001 0.002 0.059
H -5.4231 3.4547 -3.2716 -0.012 0.002 0.004
N 1.3427 -0.8166 1.3343 0.094 -0.008 0.100
C -0.9973 -4.7120 1.6893 0.090 0.080 0.021
C 0.9854 1.3816 -4.0336 0.009 -0.007 0.019
C 4.5249 -2.9669 -0.8333 -0.004 0.019 -0.047
H 3.5675 -1.0080 -1.0085 0.011 -0.046 -0.022
C 2.1072 4.7430 0.2020 0.058 0.020 0.012
H 6.3502 -3.2846 0.2700 -0.005 0.009 0.001
S -1.1000 1.8789 1.3457 0.075 -0.027 0.060
H -3.8678 5.0283 -2.1744 0.003 0.011 0.005
N -2.6735 -0.3425 0.4553 0.039 0.066 0.088
C 3.6594 2.9324 -0.1111 -0.005 -0.012 0.027
H -4.0133 -4.2483 0.5886 -0.013 0.003 -0.015
C 4.4115 -2.3247 2.0340 0.031 0.005 0.021
H 3.5735 -3.4775 -1.0111 0.000 0.004 0.009
C 3.3686 4.1948 0.3871 -0.008 0.025 0.003
H 5.5133 -4.7602 -0.1560 -0.005 0.003 0.005
N -4.5263 -1.5096 -0.0138 0.035 -0.140 0.038
C -2.5408 -2.7070 0.8817 0.041 -0.116 -0.051
H 3.8519 -2.2840 2.9673 0.012 -0.036 -0.003
C 1.3081 0.1266 -4.5343 -0.050 -0.071 0.045
H 3.7406 -4.2971 1.5096 -0.002 0.006 -0.001
C -3.8275 -0.4099 5.3707 0.014 -0.010 0.097
H -4.6748 1.1615 -3.8298 0.009 -0.002 -0.007
C -5.5411 -1.4092 6.5547 -0.025 -0.083 0.103
N -2.2305 -5.0127 1.3070 -0.017 -0.096 0.007
H 2.5770 1.0979 -7.5155 0.005 -0.002 -0.014
C 1.8831 0.0310 -5.7931 0.011 0.003 -0.034
H 1.9971 3.3197 -6.6086 0.000 0.008 0.000
C -2.7173 1.4390 -3.0042 0.078 -0.098 -0.025
H 4.1300 4.7585 0.9083 0.013 0.010 0.009
C 1.4203 2.7674 -0.9801 0.072 -0.021 -0.093
H -6.5508 -1.6932 6.8080 -0.014 -0.001 0.004
C 2.4389 -1.1986 1.1895 -0.075 0.043 -0.038
H 1.1078 -0.7704 -3.9604 0.008 -0.003 0.008
C 2.6882 2.2193 -0.7966 -0.013 -0.065 -0.021
C -0.5163 -3.4089 1.6830 -0.021 -0.090 0.055
H 4.6480 2.5133 0.0201 0.016 -0.007 -0.007
H 2.9277 1.2411 -1.2015 -0.001 0.025 -0.022
```
Forces are in eV/Å.

=====

(3)
2 unconnected molecules or ions with the total composition C34H33BF6O2S, computed with the ωB97M-V functional and the def2-TZVPD basis.

Computed properties:
strongest force on any atom = 0.0718 Eh/bohr
orbital gap = 3.05 eV
charge = 0
energy relative to the best compared isomer or geometry (same formula, charge and spin) = 84.9 kcal/mol
highest occupied orbital energy = -6.570 eV

XYZ file:
```
77
Properties=species:S:1:pos:R:3:forces:R:3
C -1.8326 2.3609 -2.8736 -0.434 0.857 0.483
H 0.3592 -3.8645 1.9979 -0.394 0.099 -0.050
C -3.9294 -1.2920 -1.2488 -0.124 0.083 0.045
C -1.8756 -3.1717 4.4798 0.544 0.340 0.058
H 3.4640 -0.2626 1.1220 -0.249 -0.013 -0.465
C -1.9297 -1.8992 0.1645 0.031 -0.187 0.142
H 4.3870 -5.1146 -1.4515 0.080 0.305 -0.029
H -3.7521 0.6735 2.6572 0.029 -0.226 -0.069
H -4.4986 -0.4820 -1.7267 0.251 -0.202 0.205
F 2.6762 -0.6684 -3.3724 0.548 0.954 0.106
H 4.0287 2.3124 -1.1029 -0.201 0.056 -0.048
C 2.9875 2.0289 -0.9708 0.134 -0.026 -0.016
C -1.7621 2.3574 -1.4984 -0.090 0.201 -0.776
H 0.8265 -0.0338 1.9627 0.076 -0.213 -0.061
H -2.5044 -2.5122 0.8826 0.187 0.329 -0.177
C 0.1087 -1.8848 2.8904 -1.161 -0.658 0.346
C 5.3549 -1.5094 -0.3829 -0.517 -0.038 0.199
H 5.6292 -0.5057 -0.0621 -0.039 -0.159 -0.138
B -1.3296 1.0290 -0.5901 1.632 2.952 -1.496
C 2.2136 2.5911 0.0367 -0.075 0.142 0.398
F 3.6117 2.9559 1.9329 -0.414 0.482 -0.513
F 1.9098 4.3229 1.6378 0.951 -0.497 -0.386
S -2.4911 3.7994 -0.8636 -0.263 -0.032 -0.989
O -1.8938 1.1397 0.7198 -0.435 -1.090 0.523
H 0.2818 2.7386 0.9589 -0.093 -0.083 -0.039
H 7.1595 -1.8121 -1.5234 -0.339 -0.111 0.190
C -1.4338 -1.8785 4.8086 0.287 -0.106 -0.009
O -1.8517 -0.0682 -1.3573 -0.418 -1.285 0.894
C 6.2160 -2.2489 -1.1882 0.095 -0.087 0.152
C -3.3601 -0.1543 2.0504 -0.119 -0.056 0.001
H -4.0829 1.7065 -0.7929 -0.103 -0.294 0.176
C -1.1878 -3.8940 3.4931 0.424 0.171 -0.167
C -4.2523 1.2686 0.1959 -0.425 -0.201 -0.066
C -2.5901 3.4615 -3.4053 -0.001 0.283 0.593
H -4.3478 2.0976 0.9020 0.078 -0.050 -0.045
C -2.7292 -0.7588 -0.4697 -0.170 0.541 0.401
F 3.1002 1.3952 -4.0469 0.142 -0.887 0.829
H -1.5608 -2.5681 -0.6220 -0.069 0.124 0.000
C 2.3960 1.0840 -1.7988 0.031 -0.297 -0.083
H -1.3928 -4.9601 3.3461 -0.039 0.518 -0.053
C 3.1541 -1.2604 0.7970 -0.244 0.236 0.168
C 2.8459 3.5838 0.9759 -0.059 0.443 0.058
F 4.4948 0.3646 -2.6913 -0.838 0.145 -0.298
H -1.0459 -1.4726 0.6667 -0.450 -0.123 -0.185
H -2.7900 3.6080 -4.4644 -0.023 -0.025 0.145
C 0.8751 2.2342 0.2054 0.981 0.307 -0.037
C 4.6594 -4.0959 -1.1757 -0.223 0.087 0.247
F 3.6745 4.4539 0.3235 -0.539 -0.611 0.654
H 1.8428 -2.8526 1.1991 0.011 0.204 0.049
H 6.5863 -4.1542 -2.1632 -0.225 0.236 0.257
H -4.6006 -1.8476 -0.5794 0.053 0.093 -0.121
H 0.6544 -0.1054 -2.2336 -0.070 0.136 0.087
H -0.0790 -0.2567 4.2823 -0.509 -0.178 -0.109
H -3.3502 6.4460 -2.4548 -0.214 -0.065 -0.116
C 4.0911 -2.0303 0.0216 0.572 -0.593 -0.565
H -4.7943 5.5156 -2.0113 0.147 0.050 -0.133
C 0.3166 1.2780 -0.6234 -1.687 -1.196 0.484
H -4.0928 -0.9752 2.0533 0.147 0.180 0.062
H -2.4223 -0.4808 2.5207 -0.344 -0.050 -0.277
C -3.9108 5.5246 -2.6631 -0.141 0.377 0.099
H -5.2110 0.7242 0.1961 0.289 0.067 -0.015
C 1.0816 0.6628 -1.5956 0.768 0.282 -0.295
C -0.1946 -3.2769 2.7257 -0.070 0.526 0.364
C 3.7613 -3.3370 -0.4309 0.302 0.160 -0.005
C 3.1602 0.5492 -2.9699 0.232 -0.287 -0.522
H -1.3845 1.6048 -3.5053 -0.154 -0.178 0.124
H -3.6036 -1.9722 -2.0465 0.069 0.109 0.221
H 2.7822 -3.7422 -0.1899 0.282 -0.091 -0.141
H -4.2600 5.5399 -3.7050 0.133 0.081 0.278
H -1.8113 -1.3710 5.7038 -0.003 -0.179 -0.533
H -2.6976 -3.6307 5.0366 0.383 0.135 -0.174
C 5.8978 -3.5631 -1.5536 -0.371 0.370 0.064
C -0.4688 -1.2457 4.0229 0.142 -0.020 -0.419
C -3.0978 0.3735 0.6419 0.259 -0.579 -0.238
C -3.0615 4.3270 -2.4439 0.846 -0.995 -0.145
C 1.9559 -1.7753 1.2803 -0.371 0.004 -0.330
C 0.9204 -1.1237 1.9571 1.569 -0.701 1.235
```
Forces are in eV/Å.

=====

- Which value of energy relative to the best compared isomer or geometry (same formula, charge and spin) does entry 2 give?
  0.0 kcal/mol